1.
The following is a quantum chemistry calculation of one molecule with the formula C20H21N3O3 at a distorted geometry, from the Open Molecules 2025 dataset.

Output
SMILES string: N[C@@H](Cc1ccccc1)C(=O)N[C@@H](Cc1c[nH]c2ccccc12)C(=O)O
frontier orbital gap: 8.678 eV
HOMO energy: -0.3026 Eh
LUMO energy: 0.443 eV
relative energy (zero: lowest compared OMol25 entry of this formula, charge and spin): 7.503 eV
net charge: 0

Cartesian coordinates (Å):
C  -1.232752  -0.536111  -0.333275
C  -0.728512  0.867744  -0.532565
C  -0.775285  -1.547404  -1.479396
C  -1.244113  -2.901653  -1.182820
C  -2.404339  -3.592858  -1.623790
C  -0.258808  -3.710538  -0.609707
C  -2.610111  -4.844331  -1.009913
C  -0.469675  -4.990286  -0.172090
C  -1.768215  -5.623020  -0.340950
C  -0.881745  3.294179  0.380403
C  -0.533013  4.062974  -0.920825
C  0.008765  3.158425  1.626695
C  1.278349  2.311655  1.406706
C  2.268232  2.618792  0.509492
C  1.454693  0.923428  1.638569
C  2.611451  0.527835  0.933291
C  0.822155  -0.205011  2.242908
C  3.203402  -0.783083  0.824591
C  1.471498  -1.509026  2.241385
C  2.539067  -1.836969  1.364962
H  -3.267590  -0.275141  -0.866210
H  -3.080905  -1.035969  0.798588
H  -0.735671  -0.727837  0.710908
H  0.340495  -1.354351  -1.600993
H  -1.383255  -1.198397  -2.335943
H  -3.071270  -3.065510  -2.379247
H  0.627757  -3.172575  -0.313023
H  -3.434080  -5.336685  -1.469731
H  0.444108  -5.604987  0.279567
H  -1.937231  -6.644684  -0.113256
H  -2.423549  1.657436  0.340174
H  -1.724937  3.988972  0.676657
H  0.329166  4.161669  1.839081
H  -0.614843  2.749517  2.428926
H  2.280920  3.394771  -0.218537
H  3.573192  1.379052  -0.720835
H  -0.081290  -0.273394  2.834588
H  4.236827  -0.862436  0.327996
H  0.883436  -2.439335  2.635998
H  2.892055  -2.847917  1.519871
H  0.555059  2.501638  -1.357118
N  -2.694530  -0.383342  0.012654
N  -1.444072  1.990539  -0.026556
N  3.110565  1.667981  0.290665
O  0.168392  0.962093  -1.458339
O  -1.181884  5.246530  -1.252330
O  0.548687  3.537809  -1.631434

Forces on atoms 1 to 2 (eV/Å):
-0.84 0.15 3.10
0.51 1.93 -4.03

=====

2.
The following is a quantum chemistry calculation of C20H21N3O3SW as an isolated structure at a distorted geometry, from the Open Molecules 2025 dataset.

Output
spin multiplicity: 3
frontier orbital gap (spin up / spin down): 6.430 / 3.074 eV
HOMO energy (spin up / spin down): -0.5366 / -0.5418 Eh
LUMO energy (spin up / spin down): -8.173 / -11.671 eV
relative energy (zero: lowest compared OMol25 entry of this formula, charge and spin): 0.931 eV
net charge: +2

Cartesian coordinates (Å):
C  -2.668773  -1.394739  -0.322149
C  -2.525654  2.031754  -0.181536
H  -2.964942  -2.066265  -1.127120
H  -3.595428  -0.922464  0.066842
H  -2.210448  -1.921295  0.523994
H  -3.365958  1.931439  -0.895178
H  -3.043813  2.055706  0.781449
H  -2.111553  3.023552  -0.368408
C  -0.543977  -3.040669  -1.183127
C  0.356537  -4.049553  -1.529032
C  1.421959  -3.726721  -2.369480
C  1.560351  -2.396594  -2.743199
H  -1.440143  -3.331459  -0.639980
H  0.168423  -5.064371  -1.171117
H  2.128699  -4.468536  -2.740466
H  2.387115  -2.085731  -3.378041
N  -0.395369  -1.732073  -1.482205
C  0.684505  -1.404545  -2.245221
C  1.025900  0.012425  -2.346491
N  0.309054  0.907595  -1.585929
C  0.767212  2.186077  -1.459834
C  2.691993  1.710643  -2.833361
C  1.959832  2.599470  -2.050349
H  0.141928  2.866160  -0.879304
H  2.306822  3.623193  -1.916824
C  2.194052  0.431819  -2.992111
H  2.741991  -0.308956  -3.557330
H  3.637610  1.970061  -3.310892
W  -1.639551  0.283006  -0.712546
C  -2.191928  0.913189  -2.600277
H  -1.377685  0.709464  -3.301474
H  -2.417453  1.982530  -2.679693
H  -3.089638  0.383059  -2.941656
O  1.453843  -0.681020  0.641081
C  0.697977  -0.099434  1.428789
N  -0.544063  0.485366  1.090739
S  -1.156619  1.559028  2.345861
O  -0.943940  2.940987  1.992035
O  -2.455174  1.128233  2.806604
C  0.074885  0.974702  3.451711
C  0.081128  1.228086  4.813487
C  1.070701  0.607168  5.583115
C  2.014655  -0.252331  4.984811
C  1.977950  -0.501924  3.612882
C  0.973125  0.118092  2.851310
H  -0.691666  1.880273  5.213683
H  1.085746  0.785833  6.656037
H  2.779896  -0.722173  5.604483
H  2.679886  -1.158057  3.095394

Forces on atoms 1 to 2 (eV/Å):
-1.65 -0.08 0.75
-2.30 0.47 -0.03

=====

In order of appearance, calculated total energy = -1164.5553, -1629.2398 hartree.